This record from OMol25 describes a molecular structure, C34H45CrN12Sb. The level of theory is ωB97M-V/def2-TZVPD.

Results
Expectation value of S² ... 3.890
DFT total energy ... -3263.5914 a.u.
Charge ... +3
Multiplicity ... 4

Last column: Löwdin charge in e.
Element x y z (Å)
Cr -0.28 -0.45 -0.47  0.6464
N 1.79 -3.00 -1.01  0.1501
C 1.78 -2.61 0.31  -0.2984
C 2.44 -3.47 1.20  0.0163
C 2.53 -3.15 2.53  0.0064
C 1.94 -1.95 2.96  -0.0203
C 1.29 -1.19 2.04  -0.1314
N 1.18 -1.48 0.72  0.0065
C 1.48 -2.32 -2.17  -0.2621
C 2.12 -2.73 -3.34  0.0314
C 1.84 -2.10 -4.53  0.0061
C 0.94 -1.04 -4.52  -0.0112
C 0.35 -0.69 -3.34  -0.1373
N 0.58 -1.32 -2.16  0.0171
H 2.34 -3.83 -1.18  0.1547
H 2.89 -4.38 0.82  0.1376
H 3.05 -3.80 3.22  0.1384
H 2.00 -1.64 3.99  0.1289
H 0.81 -0.28 2.37  0.0766
H 2.84 -3.54 -3.30  0.1353
H 2.33 -2.42 -5.44  0.1372
H 0.69 -0.50 -5.43  0.1304
H -0.35 0.13 -3.31  0.1062
C -1.04 2.32 5.47  -0.0576
C -0.03 3.13 4.67  -0.3956
C 1.28 2.39 4.49  -0.0612
C -0.63 3.60 3.33  -0.0726
N -0.91 2.48 2.42  -0.0461
C -0.09 1.83 1.60  -0.1151
N -0.78 0.85 1.04  -0.1083
N -2.04 0.94 1.54  0.0149
N -2.12 1.90 2.36  0.1353
H -0.63 2.06 6.45  0.0941
H -1.30 1.39 4.96  0.0654
H -1.96 2.87 5.64  0.0922
H 0.18 4.06 5.20  0.1519
H 1.12 1.40 4.04  0.0550
H 1.75 2.22 5.46  0.0971
H 1.99 2.94 3.87  0.0881
H 0.05 4.27 2.81  0.1396
H -1.58 4.10 3.49  0.1404
H 0.94 2.08 1.42  0.1600
C -3.23 -2.97 3.55  -0.1419
C -2.05 -2.22 2.94  -0.3771
Sb -1.95 -2.37 0.79  1.5292
C -1.16 -4.34 0.46  -0.3940
C -2.03 -5.48 0.99  -0.1483
C -3.99 -2.63 0.19  -0.3754
C -4.92 -1.47 0.53  -0.1510
H -3.19 -2.86 4.64  0.0914
H -3.21 -4.03 3.34  0.0620
H -4.19 -2.57 3.22  0.0621
H -1.10 -2.62 3.31  0.0500
H -2.09 -1.16 3.17  0.0276
H -0.17 -4.36 0.93  0.0348
H -1.01 -4.43 -0.62  0.0522
H -2.14 -5.44 2.07  0.0635
H -1.56 -6.43 0.74  0.0881
H -3.02 -5.48 0.54  0.0710
H -4.30 -3.54 0.70  0.0581
H -3.97 -2.83 -0.88  0.0504
H -5.08 -1.38 1.60  0.0663
H -5.89 -1.63 0.07  0.0894
H -4.53 -0.51 0.18  0.0386
N 7.28 5.68 -5.56  0.2067
C 6.39 5.20 -5.02  -0.1563
C 5.27 4.60 -4.35  -0.1989
C 4.35 5.41 -3.67  0.0143
C 3.28 4.84 -3.02  0.0061
C 3.12 3.46 -3.04  -0.1774
C 4.02 2.65 -3.72  -0.0052
C 5.10 3.22 -4.37  0.0065
N 2.00 2.87 -2.36  0.0169
C 0.77 3.45 -2.14  0.0038
C 0.03 2.54 -1.46  -0.1250
N 0.79 1.40 -1.26  -0.0227
C 1.96 1.64 -1.81  -0.1140
H 4.49 6.48 -3.66  0.1379
H 2.60 5.48 -2.47  0.1200
H 3.87 1.58 -3.77  0.1108
H 5.80 2.60 -4.90  0.1347
H 0.52 4.43 -2.51  0.1400
H -0.98 2.64 -1.11  0.0899
H 2.80 0.97 -1.80  0.1511
N -3.97 0.71 -2.35  0.1194
C -3.72 -0.46 -3.01  -0.0220
C -2.56 -0.94 -2.50  -0.1539
N -2.10 -0.06 -1.52  -0.0691
C -2.99 0.91 -1.46  -0.1779
H -4.76 1.31 -2.50  0.1850
H -4.37 -0.85 -3.78  0.1429
H -2.04 -1.85 -2.75  0.1184
H -2.98 1.74 -0.78  0.1286